[1]
Molecular formula: C36H46F5N3O2PSeY
Method: DFT, ωB97M-V with the def2-TZVPD basis set

XYZ file:
```
95
Properties=species:S:1:pos:R:3:lowdin_charge:R:1
Y 0.82829 -0.28139 0.32492 1.250
Se -1.00300 -1.30524 2.23698 0.848
P -1.28625 1.22838 -1.97751 1.102
F -2.91414 -0.63160 7.04995 0.112
F -0.92473 -4.79223 6.14267 0.111
F -0.22711 -3.93422 3.68411 0.074
F -2.22678 0.23962 4.59296 0.068
F -2.28452 -3.15704 7.82439 0.116
O 2.21203 -0.63819 1.81032 -0.261
O -0.83759 -1.06974 -0.57837 -0.433
N 1.64384 -2.23998 -0.68038 -0.053
N 3.05522 0.60167 -1.19808 -0.233
N 1.36955 1.89396 0.95141 -0.073
C -3.91823 2.12234 -0.96297 -0.110
C -1.32092 -2.28642 -0.68001 -0.416
C 4.36064 0.73378 -0.54958 -0.064
C 2.57135 1.03474 5.57136 -0.096
C -2.70287 -2.53238 -0.55996 -0.036
C -0.89760 -3.10437 4.48825 -0.262
C 2.27418 -0.09994 2.99210 -0.362
C -1.23224 -1.82863 4.04306 -0.479
C -2.39796 -4.87995 -1.02025 -0.091
C -3.33370 -0.16459 -3.60805 -0.097
C 2.67646 1.88884 -1.81585 -0.216
C 2.78303 -0.33458 5.35707 -0.071
C 1.24962 2.99931 0.01313 -0.229
C -1.85313 -0.03430 -3.25104 -0.524
C -2.25931 -1.43995 6.21040 -0.151
C -1.47434 2.91904 -2.81899 -0.527
C -1.04521 -4.67495 -1.10877 -0.042
C 1.67698 2.19318 2.16698 -0.075
C -1.93841 -2.72538 6.61017 -0.148
C 2.20282 1.81998 4.51186 -0.048
C -1.24727 -3.55647 5.74677 -0.151
C -0.15983 3.35170 -3.48216 -0.124
C 2.49312 3.07726 -0.87220 -0.160
C 3.68973 -1.75178 -1.94595 -0.162
C -2.64637 1.32772 -0.67510 -0.521
C -1.90115 -1.00736 4.94851 -0.263
C 0.95028 -3.29471 -0.92051 -0.060
C -3.22600 -3.79265 -0.72422 -0.063
C 3.12451 -0.37671 -2.30079 -0.212
C -2.01056 1.83443 0.62425 -0.144
C 2.02863 1.28584 3.21942 -0.142
C 3.09231 -2.37890 -0.68554 -0.217
C -2.62005 3.11904 -3.81288 -0.116
C -0.97212 0.04223 -4.50210 -0.116
C -0.48059 -3.39965 -0.93066 -0.141
C 2.64253 -0.88477 4.10845 -0.006
H -1.63754 3.59699 -1.97268 0.093
H -4.48140 1.71359 -1.80038 0.057
H 0.19892 2.60429 -4.19245 0.066
H 2.02951 2.88157 4.65280 0.110
H -2.40704 2.61449 -4.75419 0.065
H -1.59097 -0.96484 -2.75582 0.069
H -3.46840 -1.09325 -4.16927 0.082
H 4.77539 -1.71459 -1.84059 0.110
H -1.21700 0.89846 -5.13005 0.059
H 4.69711 -0.22462 -0.16429 0.078
H -0.31232 4.28398 -4.03210 0.081
H 4.28840 1.40881 0.29998 0.083
H 1.69999 3.25250 2.44819 0.133
H 1.74476 1.72533 -2.36170 0.078
H 3.38751 -3.43211 -0.63868 0.119
H -1.14565 1.22449 0.90605 -0.027
H 5.11324 1.11707 -1.25348 0.105
H 2.79751 -1.94243 3.93643 0.120
H 3.05948 -0.96685 6.19200 0.106
H -2.73164 4.18463 -4.03246 0.082
H 1.12960 3.95358 0.53997 0.122
H -3.57190 2.76023 -3.43865 0.045
H -0.38118 -5.50988 -1.30530 0.111
H 0.37430 2.84039 -0.61650 0.049
H -4.29198 -3.94304 -0.60661 0.108
H 0.62458 3.52838 -2.74593 0.037
H 2.10667 -0.50554 -2.68046 0.107
H 3.47146 -1.88092 0.20786 0.090
H 3.47172 -2.39780 -2.80022 0.118
H -3.95272 -0.23215 -2.71306 0.062
H -3.71336 3.17639 -1.15517 0.072
H 0.08742 0.10656 -4.23923 0.057
H -1.69383 2.87796 0.53142 0.078
H 3.37174 3.20525 -0.23751 0.106
H 1.48339 -4.23368 -1.10738 0.134
H -4.56423 2.06989 -0.08299 0.084
H -3.34718 -1.70444 -0.30228 0.103
H -2.81824 -5.86772 -1.15197 0.099
H -1.11277 -0.85777 -5.10521 0.081
H -3.69920 0.64718 -4.23273 0.062
H -2.92667 0.29033 -0.50611 0.071
H 2.69342 1.46100 6.55768 0.098
H -2.71491 1.76160 1.45379 0.088
H 3.73298 0.03145 -3.12251 0.125
H 3.44395 2.16516 -2.55644 0.126
H 2.41393 3.97513 -1.48937 0.112
```

## Properties
Gap between HOMO and LUMO in eV: 7.06
Strongest force on any atom in eV Å⁻¹: 2.08
LUMO energy in eV: 0.136
2S+1: 1
Calculated total energy in eV: -135912.9674


[2]
Molecular formula: C36H47BeN5P2
Method: DFT, ωB97M-V with the def2-TZVPD basis set

XYZ file:
```
91
Properties=species:S:1:pos:R:3:lowdin_charge:R:1
P -1.57591 0.80468 -7.35248 1.093
P -1.72031 -2.48805 -6.76658 1.061
N -1.42267 -4.15114 -7.39410 -0.256
N 0.96829 -1.83908 2.47013 -0.309
N -2.75393 2.09153 -7.35723 -0.295
N -3.40892 -2.59436 -6.36016 -0.276
N -0.69541 1.44516 -8.82266 -0.246
C 0.01731 -5.77904 -8.06880 -0.105
C -4.33646 3.59896 -8.00369 -0.079
C -2.18152 -5.18561 -7.95914 -0.134
C -2.64284 -0.34971 -8.34329 -0.417
C -0.05415 0.40685 2.05116 -0.229
C -0.70295 -1.88876 -2.90561 -0.179
C -5.62529 -3.10056 -6.29833 -0.077
C -2.78472 3.11410 -6.40081 -0.150
C -0.41113 0.55232 3.40802 -0.047
C -1.49551 2.21845 1.43149 -0.125
C -3.70494 2.39945 -8.34002 -0.148
C -1.92506 2.31985 2.77133 -0.096
C -2.88383 -1.26457 0.15467 -0.158
C 1.47072 2.18353 -0.87733 -0.164
C -4.45886 -3.20165 -7.05894 -0.147
C -0.04849 1.87638 -10.95684 -0.094
C -1.90819 -2.72556 -2.44974 -0.214
C -1.87389 -3.25545 -1.05095 -0.109
C -1.36234 0.17257 -1.53266 -0.124
C -2.50074 -2.72732 0.00754 -0.115
C -3.75687 4.04375 -6.76326 -0.095
C -1.34793 1.52115 3.76791 -0.096
C -0.05956 -4.50961 -7.51992 -0.169
C 0.68319 1.67761 -8.81252 -0.159
C 2.14900 -2.33269 3.11120 -0.102
C 1.00041 -0.63361 1.67427 -0.150
C 1.10335 1.94248 -10.11666 -0.106
C -0.21340 -2.63893 2.51100 -0.089
C -1.32239 -6.20944 -8.35439 -0.091
C -0.56826 1.25837 1.08455 -0.180
C -2.01905 -1.75119 -8.44675 -0.393
C -2.73730 -0.28685 -1.03894 -0.168
C -3.96682 -1.96096 -5.22926 -0.151
C -0.46713 -0.58820 -2.22564 -0.067
C -5.31567 -2.29218 -5.16274 -0.091
C -1.14393 1.60333 -10.14067 -0.149
Be -0.03432 1.47537 -0.59384 0.267
H -0.09149 2.01009 -12.03304 0.093
H 0.93059 -6.33572 -8.24747 0.092
H -2.68370 3.05819 3.03856 0.093
H -3.35818 -0.66159 -1.87307 0.101
H -1.61707 1.66500 4.81976 0.099
H -1.94328 -3.60724 -3.12177 0.120
H -0.85104 -1.67755 -3.98021 0.074
H -3.25117 -5.13054 -8.06615 0.075
H -3.38177 -1.27658 -4.62591 0.091
H 0.06829 -3.62513 2.90385 0.084
H -0.98820 -2.19809 3.16573 0.084
H -3.63972 -0.38768 -7.87462 0.084
H -2.85253 -2.19385 -2.62507 0.073
H 2.06671 2.23334 0.05722 0.014
H 2.16727 -2.06218 4.18547 0.078
H -3.21869 0.65379 -0.70968 0.112
H 2.09982 1.71145 -1.64398 -0.010
H 0.07093 -0.09791 4.16253 0.117
H -6.58178 -3.55075 -6.54982 0.098
H 2.11531 2.16706 -10.42785 0.088
H -6.02370 -1.97280 -4.39456 0.100
H 0.87509 -0.92602 0.60238 0.116
H 3.03920 -1.90791 2.62201 0.082
H -1.27378 -4.16273 -0.93749 0.109
H 0.51382 -0.15334 -2.47483 0.107
H -2.81891 -0.00789 -9.36805 0.053
H -4.32135 -3.59258 -8.05486 0.087
H -1.03592 -1.73874 -8.95091 0.086
H -1.62567 -7.15054 -8.79619 0.092
H -2.63604 -3.35208 0.89890 0.105
H 0.71306 -3.81319 -7.21878 0.091
H -3.91853 1.71201 -9.15122 0.090
H -0.64500 -2.76320 1.50635 0.053
H -1.87406 2.89688 0.67286 0.088
H -5.10439 4.08843 -8.58824 0.092
H -2.31007 -0.81874 0.98642 0.102
H -3.94607 -1.24311 0.47991 0.121
H -2.18674 1.49401 -10.40263 0.082
H 2.15445 -3.43039 3.03866 0.076
H 2.03518 -0.22312 1.75888 0.130
H -2.68719 -2.41011 -9.02743 0.081
H -1.33203 1.31664 -1.65106 0.134
H 0.21831 -2.49671 -2.83188 0.125
H 1.22385 3.21244 -1.17214 -0.006
H -2.14409 3.05018 -5.53016 0.092
H 1.22758 1.62786 -7.88052 0.090
H -4.03170 4.94317 -6.21735 0.092
```

## Properties
Gap between HOMO and LUMO in eV: 7.44
Strongest force on any atom in eV Å⁻¹: 3.60
LUMO energy in eV: 0.090
2S+1: 1
Calculated total energy in eV: -64519.6812
Energy relative to the best compared isomer or geometry (same formula, charge and spin) in eV: 0.3188